87
Properties=species:S:1:pos:R:3:mulliken_charge:R:1 method="wB97M-V/def2-TZVPD" multiplicity=1 total_charge=+1 gap_ev=6.59 de_lowest_ev=0.9854
Pd 0.28 1.14 -0.11 -0.254
O 2.48 3.17 0.00 -0.553
N 1.10 3.13 0.04 -0.084
C 0.63 4.31 0.07 -0.363
C -0.77 4.71 0.11 0.835
C -0.96 6.09 0.26 -0.908
C -2.22 6.65 0.23 -0.795
C -3.32 5.83 0.02 -0.803
C -3.14 4.47 -0.13 -0.591
C -1.88 3.88 -0.07 0.612
P -1.82 2.04 -0.15 0.798
C -2.73 1.58 1.37 0.980
C -4.10 1.75 1.52 -0.179
C -4.72 1.44 2.73 -0.937
C -3.97 0.97 3.80 -0.590
C -2.60 0.82 3.66 -0.716
C -1.98 1.12 2.46 -0.456
C -2.86 1.78 -1.62 0.888
C -2.42 2.42 -2.78 -1.003
C -3.12 2.28 -3.97 -0.754
C -4.27 1.50 -4.00 -0.567
C -4.71 0.86 -2.86 -0.887
C -4.00 0.98 -1.67 0.087
H 2.68 2.22 -0.07 0.346
H 1.37 5.11 0.06 0.356
H -0.09 6.72 0.38 0.413
H -2.35 7.72 0.35 0.411
H -4.32 6.26 -0.02 0.454
H -4.01 3.85 -0.33 0.184
H -4.71 2.11 0.70 0.276
H -5.79 1.57 2.83 0.443
H -4.46 0.72 4.73 0.409
H -2.01 0.45 4.49 0.451
H -0.92 1.00 2.36 0.248
H -1.53 3.03 -2.74 0.386
H -2.76 2.78 -4.86 0.444
H -4.82 1.40 -4.93 0.416
H -5.60 0.25 -2.89 0.456
H -4.34 0.46 -0.79 0.574
N 5.68 2.05 0.05 -0.238
C 5.72 0.71 -0.04 0.624
N 6.92 0.11 -0.02 -0.357
N 4.67 -0.07 -0.15 -0.241
C 3.43 0.23 -0.19 0.582
N 2.27 0.35 -0.26 -0.556
H 6.52 2.59 0.16 0.219
H 4.80 2.54 0.06 0.091
H 7.78 0.62 0.08 0.188
H 6.95 -0.89 -0.07 0.234
S -1.97 -1.14 -0.43 -0.079
C -0.45 -0.75 -0.10 0.440
C 3.08 -1.52 -2.80 -1.401
Ge 1.63 -2.72 -2.25 0.928
C 2.28 -4.56 -2.42 -1.149
C 0.11 -2.33 -3.43 -1.175
Ge 0.78 -2.37 0.03 0.050
C -0.45 -3.77 0.60 0.244
C -0.98 -4.69 -0.30 -0.115
C -1.98 -5.57 0.09 -0.785
C -2.46 -5.54 1.39 -0.455
C -1.93 -4.64 2.31 -0.777
C -0.92 -3.77 1.91 -0.163
C 2.12 -2.16 1.44 0.241
C 1.89 -1.41 2.59 -0.145
C 2.84 -1.35 3.61 -0.732
C 4.03 -2.06 3.49 -0.582
C 4.27 -2.82 2.35 -0.637
C 3.33 -2.86 1.33 -0.284
H 3.38 -1.82 -3.80 0.525
H 3.95 -1.59 -2.14 0.316
H 2.74 -0.49 -2.83 0.322
H 2.58 -4.74 -3.46 0.446
H 1.51 -5.29 -2.15 0.355
H 3.14 -4.71 -1.78 0.371
H 0.42 -2.42 -4.47 0.480
H -0.23 -1.31 -3.25 0.303
H -0.73 -3.00 -3.25 0.330
H -0.61 -4.72 -1.32 0.137
H -2.39 -6.28 -0.62 0.403
H -3.25 -6.22 1.70 0.380
H -2.30 -4.61 3.32 0.408
H -0.51 -3.07 2.64 0.317
H 0.97 -0.85 2.69 0.370
H 2.65 -0.77 4.50 0.432
H 4.76 -2.04 4.29 0.393
H 5.20 -3.38 2.26 0.470
H 3.52 -3.45 0.44 0.242



94
Properties=species:S:1:pos:R:3:mulliken_charge:R:1 method="wB97M-V/def2-TZVPD" multiplicity=5 total_charge=-1 gap_ev="4.50 / 6.99"
Mn -0.39 -0.17 0.47 -0.694
C -4.36 -0.64 -3.06 -1.050
O -2.97 -0.54 -3.34 -0.141
C -2.58 -0.30 -4.61 1.172
C -3.44 -0.21 -5.69 -0.823
C -2.94 -0.06 -6.98 -0.749
C -1.58 0.00 -7.19 -0.672
C -0.72 -0.06 -6.10 -0.629
C -1.20 -0.19 -4.80 -0.054
N -0.29 -0.29 -3.74 0.527
C -0.43 0.20 -2.47 -0.235
N -1.19 1.31 -2.38 0.255
C -1.61 2.01 -1.23 0.094
C -1.18 1.69 0.05 -0.971
C -1.54 2.61 1.05 0.281
C -2.43 3.66 0.83 -0.656
C -2.91 3.89 -0.45 -0.482
C -2.46 3.09 -1.48 0.797
O -2.87 3.29 -2.79 -0.554
C -2.41 4.50 -3.37 -0.960
N 0.17 -0.34 -1.44 0.407
C 1.06 -1.43 -1.65 -0.637
C 0.58 -2.73 -1.09 -0.326
C 1.67 -3.79 -0.95 0.258
C 2.85 -3.65 -1.87 -1.396
C 3.15 -2.41 -2.43 -0.837
C 2.27 -1.32 -2.30 0.538
O 2.65 -0.10 -2.86 -0.540
C 3.05 0.86 -1.91 -0.412
H -4.43 -0.84 -1.99 0.256
H -4.82 -1.46 -3.61 0.372
H -4.87 0.29 -3.29 0.381
H -4.51 -0.28 -5.54 0.443
H -3.63 0.00 -7.82 0.385
H -1.17 0.11 -8.19 0.377
H 0.36 0.01 -6.24 0.477
H 0.59 -0.75 -3.92 0.395
H -1.65 1.60 -3.23 0.421
H -1.59 2.58 3.12 0.329
H -2.73 4.30 1.65 0.444
H -3.61 4.69 -0.65 0.523
H -2.93 4.62 -4.32 0.285
H -1.33 4.46 -3.54 0.280
H -2.63 5.36 -2.73 0.395
H -0.21 -3.14 -1.73 0.394
H 1.19 -4.77 -1.09 0.610
H 3.54 -4.48 -1.95 0.367
H 4.07 -2.25 -2.99 0.419
H 3.96 0.54 -1.40 0.308
H 2.27 1.05 -1.17 -0.136
H 3.26 1.79 -2.45 0.290
C 4.07 -2.66 3.34 -0.991
C 3.35 -3.43 2.30 1.158
N 3.12 -4.71 2.32 -1.088
N 2.41 -4.92 1.16 0.405
C 2.18 -3.82 0.46 -0.249
S -0.19 -2.44 0.56 -0.552
N 2.80 -2.86 1.18 0.657
N 2.83 -1.48 0.93 -0.824
H 4.43 -3.34 4.10 0.345
H 3.40 -1.92 3.80 0.003
H 4.90 -2.11 2.89 0.318
H 2.00 -5.81 0.98 0.241
H 2.69 -1.37 -0.08 0.553
H 2.02 -1.10 1.39 0.038
N 1.32 0.08 2.94 0.183
C 0.33 -0.67 3.63 1.072
C -0.97 -0.74 3.16 0.267
C -1.95 -1.47 3.81 -1.321
C -1.63 -2.17 4.97 -0.048
C -0.32 -2.13 5.44 -0.950
C 0.65 -1.39 4.78 -0.701
S -2.91 -2.98 5.93 1.294
O -3.89 -3.39 4.93 -0.710
O -2.22 -4.07 6.59 -0.721
O -3.38 -1.94 6.83 -0.693
H 2.09 0.34 3.53 0.404
H 0.93 0.93 2.57 -0.464
H -1.26 -0.19 2.28 0.615
H -2.96 -1.53 3.43 0.506
H -0.08 -2.69 6.34 0.439
H 1.67 -1.36 5.16 0.278
N -0.95 2.46 2.35 0.518
C 0.26 3.15 2.61 -0.310
C 1.26 3.29 1.65 0.616
C 2.46 3.90 1.98 -0.715
C 2.70 4.38 3.26 -0.564
C 1.70 4.25 4.21 -0.631
C 0.49 3.66 3.90 -0.735
H 1.08 2.93 0.65 0.317
H 3.23 3.99 1.21 0.383
H 3.65 4.84 3.51 0.387
H 1.85 4.64 5.22 0.382
H -0.29 3.57 4.65 0.362



86
Properties=species:S:1:pos:R:3:mulliken_charge:R:1 method="wB97M-V/def2-TZVPD" multiplicity=1 total_charge=+4 gap_ev="4.95 / 4.95" de_lowest_ev=0.3582
Pd 0.53 -1.48 2.12 0.379
Cl 2.93 -0.80 3.78 -0.011
C 1.86 -0.12 5.00 -0.606
Cl 0.16 -0.18 4.41 -0.002
H 2.11 0.92 5.17 0.412
H 1.91 -0.72 5.91 0.475
C 3.72 -1.59 0.28 -0.902
O 2.46 -2.20 0.59 0.178
C 1.88 -2.83 -0.54 -0.289
C 0.71 -3.64 -0.06 -0.861
O -0.31 -2.78 0.51 0.102
C -1.48 -3.54 0.84 -0.912
H 4.42 -2.34 -0.10 0.321
H 4.12 -1.18 1.21 0.268
H 3.61 -0.80 -0.46 0.258
H 2.59 -3.50 -1.02 0.646
H 1.56 -2.08 -1.27 -0.054
H 1.03 -4.34 0.71 0.349
H 0.26 -4.21 -0.88 0.564
H -1.92 -3.94 -0.07 0.239
H -2.19 -2.87 1.33 0.252
H -1.22 -4.37 1.51 0.412
N 1.21 -7.56 6.36 -0.288
C 1.12 -6.62 5.70 -0.440
C 1.01 -5.46 4.87 0.571
C -0.16 -4.70 4.86 -0.646
C -0.22 -3.59 4.05 -0.581
N 0.80 -3.21 3.27 0.516
C 1.93 -3.94 3.27 -0.552
C 2.07 -5.07 4.05 -0.653
H -1.00 -4.98 5.49 0.566
H -1.11 -2.98 4.03 0.509
H 2.73 -3.60 2.63 0.521
H 2.99 -5.63 4.03 0.574
C 0.26 0.56 -0.82 -1.268
C -0.33 1.87 -1.35 -0.886
As -0.07 2.26 -3.25 0.369
C -0.13 3.99 -3.77 0.991
C -0.01 4.26 -5.17 -0.166
C -0.08 5.55 -5.61 -0.833
C -0.23 6.59 -4.67 -0.321
C -0.33 6.34 -3.29 -0.800
C -0.26 5.06 -2.82 -0.318
C -0.39 1.00 -4.60 0.581
C 0.44 -0.11 -4.80 -0.214
C 0.13 -0.98 -5.83 -0.771
C -1.00 -0.75 -6.62 -0.413
C -1.82 0.35 -6.40 -0.815
C -1.52 1.26 -5.40 -0.197
P -0.19 0.35 0.97 0.713
C -1.97 0.17 1.03 1.124
C -2.65 0.48 2.22 -0.732
C -4.02 0.26 2.31 -0.943
C -4.71 -0.27 1.23 -0.729
C -4.04 -0.58 0.05 -0.756
C -2.68 -0.37 -0.05 -0.547
C 0.33 1.92 1.70 0.980
C 1.69 2.07 1.99 -0.791
C 2.15 3.27 2.51 -0.799
C 1.27 4.31 2.75 -0.666
C -0.08 4.17 2.45 -0.850
C -0.56 2.98 1.92 -0.337
H 1.35 0.58 -0.84 0.896
H -0.08 -0.31 -1.38 0.650
H 0.05 2.74 -0.82 0.436
H -1.43 1.88 -1.30 0.521
H 0.15 3.45 -5.87 0.507
H 0.01 5.79 -6.66 0.450
H -0.26 7.61 -5.02 0.442
H -0.45 7.17 -2.61 0.461
H -0.31 4.86 -1.76 0.380
H 1.32 -0.27 -4.19 0.511
H 0.77 -1.83 -6.03 0.447
H -1.23 -1.44 -7.42 0.467
H -2.69 0.51 -7.02 0.448
H -2.14 2.13 -5.26 0.521
H -2.12 0.90 3.07 0.493
H -4.54 0.50 3.23 0.516
H -5.78 -0.44 1.30 0.487
H -4.59 -1.00 -0.78 0.506
H -2.17 -0.65 -0.96 0.409
H 2.38 1.25 1.82 0.505
H 3.21 3.38 2.73 0.506
H 1.63 5.24 3.17 0.477
H -0.77 4.98 2.65 0.532
H -1.61 2.87 1.71 0.508



86
Properties=species:S:1:pos:R:3:mulliken_charge:R:1 method="wB97M-V/def2-TZVPD" multiplicity=5 total_charge=+4 gap_ev="7.44 / 3.63" de_lowest_ev=0.0000
Pd -1.68 2.11 0.20 0.495
Cl -0.30 4.03 1.25 -0.011
C -0.42 5.09 -0.19 -0.470
Cl -1.17 4.19 -1.54 -0.008
H 0.58 5.38 -0.48 0.423
H -1.05 5.93 0.05 0.466
C -1.20 0.87 3.14 -0.985
O -2.18 1.39 2.22 0.124
C -3.42 0.64 2.22 -0.837
C -3.45 -0.28 1.03 -0.219
O -3.30 0.52 -0.16 0.112
C -3.58 -0.22 -1.35 -0.943
H -1.59 0.95 4.16 0.325
H -0.31 1.49 3.06 0.265
H -0.96 -0.17 2.91 0.419
H -4.23 1.36 2.17 0.240
H -3.51 0.08 3.15 0.598
H -4.40 -0.82 0.99 0.504
H -2.64 -1.02 1.07 0.139
H -4.62 -0.56 -1.34 0.357
H -2.92 -1.08 -1.44 0.289
H -3.43 0.45 -2.20 0.322
N -7.78 6.38 1.30 -0.272
C -6.84 5.73 1.14 -0.451
C -5.67 4.92 0.95 0.667
C -4.71 4.81 1.95 -0.721
C -3.60 4.03 1.72 -0.620
N -3.42 3.36 0.57 0.693
C -4.35 3.46 -0.40 -0.484
C -5.49 4.23 -0.25 -0.659
H -4.82 5.34 2.89 0.569
H -2.84 3.91 2.47 0.570
H -4.18 2.92 -1.31 0.415
H -6.22 4.30 -1.04 0.556
C 0.34 -1.19 -0.35 -1.363
C 1.58 -1.94 -0.85 -1.175
As 1.64 -3.74 -0.05 0.715
C 1.76 -3.49 1.83 0.290
C 0.78 -4.03 2.66 -0.487
C 0.90 -3.89 4.04 -0.755
C 1.99 -3.22 4.57 -0.485
C 2.97 -2.67 3.74 -0.855
C 2.86 -2.81 2.36 0.031
C 3.14 -4.65 -0.67 0.640
C 3.62 -4.49 -2.00 -0.276
C 4.71 -5.21 -2.41 -0.681
C 5.32 -6.12 -1.53 -0.391
C 4.83 -6.31 -0.23 -0.747
C 3.73 -5.60 0.19 -0.349
P 0.20 0.56 -0.91 1.010
C 1.81 1.31 -0.60 0.944
C 2.84 1.40 -1.54 -0.321
C 4.08 1.90 -1.17 -0.756
C 4.31 2.29 0.14 -0.633
C 3.30 2.17 1.10 -0.899
C 2.06 1.69 0.73 -0.882
C -0.05 0.53 -2.69 1.004
C -0.59 -0.61 -3.34 -0.489
C -0.78 -0.62 -4.69 -0.789
C -0.46 0.55 -5.45 -0.536
C 0.06 1.70 -4.82 -0.935
C 0.24 1.71 -3.47 -0.770
H 0.37 -1.11 0.74 0.519
H -0.59 -1.71 -0.59 0.779
H 2.49 -1.44 -0.53 0.522
H 1.60 -2.04 -1.94 0.648
H -0.06 -4.59 2.25 0.493
H 0.16 -4.33 4.69 0.479
H 2.10 -3.13 5.64 0.476
H 3.82 -2.17 4.16 0.457
H 3.64 -2.43 1.72 0.452
H 3.13 -3.81 -2.69 0.324
H 5.11 -5.10 -3.41 0.426
H 6.17 -6.69 -1.86 0.430
H 5.30 -7.03 0.42 0.430
H 3.34 -5.75 1.19 0.451
H 2.70 1.06 -2.56 0.498
H 4.87 1.97 -1.91 0.503
H 5.28 2.67 0.43 0.476
H 3.49 2.45 2.12 0.537
H 1.28 1.59 1.48 0.388
H -0.83 -1.50 -2.77 0.488
H -1.16 -1.49 -5.20 0.542
H -0.62 0.55 -6.52 0.484
H 0.30 2.57 -5.42 0.532
H 0.63 2.59 -2.97 0.735



no.,calculated total energy (eV)
1,-185130.0009
2,-117686.5242
3,-144703.8953
4,-144702.1701